{"formula": "C3H3FOS", "method": "wB97M-V/def2-TZVPD", "gap_ha": 0.30389, "homo_energy_ev": -9.3, "max_force_ha_per_bohr": 0.1035, "relative_energy_ev": 6.109, "total_energy_ev": -18752.9322, "species": ["C", "C", "C", "H", "H", "H", "O", "F", "S"], "xyz": [[1.51, -0.25, 0.38], [0.70, 0.76, -0.01], [-1.64, -0.37, -0.06], [1.14, -1.19, 1.15], [0.50, 1.97, -1.09], [-0.90, -0.91, -0.66], [-0.68, 0.45, 0.65], [2.75, -0.35, -0.29], [-3.39, -0.12, -0.07]]}